1:
DFT (ωB97M-V/def2-TZVPD) results for C5H9NO3 in the gas phase.

Structure (ORCA input):
```
! RIJCOSX wB97M-V def2-TZVPD def2/J DEFGRID3
* xyz 0 1
C 1.43890 -0.26318 0.29851
C -2.24675 -1.22629 -0.48269
C 1.91519 0.80748 -0.66200
N 0.06030 0.76825 1.64136
C -0.20940 -0.41329 0.91387
C -1.33440 -0.07175 -0.24534
O -0.02815 1.99268 1.12022
O -0.34765 -1.53623 1.44964
O -1.38805 0.98738 -0.81772
H -0.33454 1.94178 0.18209
H 1.48059 -1.23290 -0.20163
H 2.13769 -0.40746 1.12240
H -1.66109 -2.07680 -0.83549
H -2.68909 -1.52562 0.47016
H -3.02436 -0.94662 -1.19226
H 1.24972 0.93170 -1.51930
H 2.09347 1.77182 -0.18414
H 2.88761 0.49905 -1.05770
*
```

***

2:
DFT (ωB97M-V/def2-TZVPD) results for a 2-piece molecular cluster, C5H9NO3 overall.

Structure (ORCA input):
```
! RIJCOSX wB97M-V def2-TZVPD def2/J DEFGRID3
* xyz 0 1
C 0.51958 1.18699 -0.01653
C 1.12781 -0.89643 -1.10574
C 0.73243 -0.71797 1.39077
C -1.20761 -0.62911 -0.20443
C 0.26192 -0.26563 -0.00483
N -1.25266 2.21399 0.04791
O 1.40791 1.92276 -0.16171
O -2.13651 2.49107 0.86568
O -1.27312 2.55959 -1.11847
H 1.06434 -1.97998 -1.03788
H 2.16952 -0.60030 -0.99908
H 0.77683 -0.58517 -2.08627
H 0.20056 -0.17568 2.17119
H 1.80129 -0.55692 1.51674
H 0.52191 -1.77972 1.50676
H -1.81527 -0.26885 0.62161
H -1.58938 -0.20836 -1.13049
H -1.30955 -1.71028 -0.25522
*
```

***

2 (0.0457 hartree below the next structure)

***

1:
DFT (ωB97M-V/def2-TZVPD) results for a 2-piece molecular cluster, C2H9NO overall.

Structure (ORCA input):
```
! RIJCOSX wB97M-V def2-TZVPD def2/J DEFGRID3
* xyz 0 1
C -0.59932 -0.73293 0.08403
N 0.64065 0.02989 -0.10184
C 1.05354 -0.16406 -1.50979
H -0.53060 -1.81687 -0.03280
H -0.95256 -0.46265 1.08236
H -1.41661 -0.38172 -0.52356
H 1.38272 -0.42249 0.42116
H 1.14086 -1.20222 -1.83751
H 1.99540 0.38699 -1.59489
H 0.41281 0.39033 -2.19815
O -0.78964 1.71240 2.30528
H -0.65203 1.29010 1.44656
H -1.68522 1.37323 2.45915
*
```

SMILES   CNC.O

***

2:
DFT (ωB97M-V/def2-TZVPD) results for a 3-piece molecular cluster, C2H9NO overall.

Structure (ORCA input):
```
! RIJCOSX wB97M-V def2-TZVPD def2/J DEFGRID3
* xyz 0 1
H -1.29299 -3.38705 -2.18005
H -1.24076 -3.49341 -1.44098
C 0.63901 1.12558 0.76279
C -0.72248 0.55802 0.97751
O -0.38671 1.16598 -0.23412
H 1.42628 0.42109 1.00876
H 0.86807 2.15224 1.02804
H -0.78901 -0.51032 1.09649
H -1.21742 1.08305 1.79642
N 0.66952 -1.49281 -0.86220
H 1.07546 -2.08520 -1.57843
H 0.27086 -1.98088 -0.08764
H 0.19316 -0.69122 -1.24412
*
```

SMILES   [H][H].C1CO1.N

***

3:
DFT (ωB97M-V/def2-TZVPD) results for a 2-piece molecular cluster, C2H9NO overall.

Structure (ORCA input):
```
! RIJCOSX wB97M-V def2-TZVPD def2/J DEFGRID3
* xyz 0 1
C -0.60346 -1.47135 -1.10509
O -1.05786 -1.45364 0.23458
C -1.38695 -0.15354 0.64974
H 0.23418 -0.80504 -1.24266
H -0.39230 -2.50356 -1.36742
H -1.41621 -1.15515 -1.77638
H -2.00718 0.38105 -0.08134
H -2.00971 -0.21381 1.54289
H -0.47342 0.42344 0.81370
N 2.50397 2.64581 0.26478
H 3.42371 3.02749 0.06064
H 2.43547 1.89530 -0.41843
H 2.50323 2.20572 1.17593
*
```

SMILES   COC.N

***

4:
DFT (ωB97M-V/def2-TZVPD) results for a 2-piece molecular cluster, C2H9NO overall.

Structure (ORCA input):
```
! RIJCOSX wB97M-V def2-TZVPD def2/J DEFGRID3
* xyz 0 1
C 1.52957 -1.25572 -0.29108
N 1.46310 -0.05820 -0.95110
H 2.46397 -1.79365 -0.78439
H 1.74997 -1.22947 0.82206
H 0.56660 -1.73659 -0.52948
H 0.62400 0.53989 -0.66245
H 2.22329 0.54857 -0.42437
C -1.76809 0.25877 1.00276
O -1.17851 1.17572 0.14338
H -0.86121 0.27268 1.80366
H -2.79990 0.38351 1.37536
H -1.75851 -0.80598 0.55303
H -1.59074 0.80447 -0.91275
*
```

SMILES   CN.CO

***

1 (0.0048 hartree below the next structure)